(P)
Formula: C7H11NOS
Source: the Open Molecules 2025 dataset
Level of theory: ωB97M-V/def2-TZVPD

Last column: Mulliken charge in e.
Atoms and positions in Å:
C (0.97471, -0.52428, 4.19834)  -0.92
C (-2.34647, 0.80244, -2.98933)  -0.98
C (0.85034, -0.17807, 2.90644)  0.21
C (-1.70236, -0.45727, -2.49372)  0.17
C (1.57340, -0.28475, 0.56846)  -0.47
C (1.59290, -0.69497, 1.81396)  -0.28
C (-0.56182, -0.50863, -1.82426)  -0.55
N (0.62435, 0.79607, 0.16743)  -0.26
O (1.74274, 0.91559, -2.03410)  -0.62
S (0.42398, 0.98995, -1.46345)  0.35
H (0.43447, -0.03455, 5.00719)  0.28
H (1.71339, -1.34962, 4.46389)  0.21
H (-3.30909, 1.00966, -2.54011)  0.29
H (-1.73472, 1.78070, -2.78705)  0.28
H (0.13083, 0.59497, 2.56349)  0.12
H (-2.09391, -1.44226, -2.78922)  0.30
H (2.12831, -0.36898, -0.31079)  0.56
H (-2.55918, 0.74663, -4.03028)  0.30
H (2.35419, -1.37850, 2.17197)  0.27
H (-0.13371, -1.37822, -1.41704)  0.44
H (-0.10236, 0.96409, 0.81818)  0.29

**Lowest unoccupied orbital energy**: 0.7 eV
**HOMO-LUMO gap**: 8.99 eV
**M**: 157.24 g mol⁻¹
**Charge**: 0
**E_HOMO**: -8.27 eV

(Q)
Formula: C7H11NOS
Source: the Open Molecules 2025 dataset
Level of theory: ωB97M-V/def2-TZVPD

Last column: Mulliken charge in e.
Atoms and positions in Å:
C (1.66620, 0.09303, 4.02630)  -0.94
C (1.45942, -0.36253, 2.81219)  0.02
C (0.74140, 0.37141, 1.77630)  -0.53
C (0.66693, 0.18513, 0.49496)  -0.11
C (0.59558, 0.08789, -0.77287)  0.84
C (1.62430, 0.79503, -1.65038)  -1.23
C (-0.50085, -0.72049, -1.40503)  -0.71
O (-1.20770, 0.08028, -2.29370)  -0.28
S (-2.67145, 0.59625, -1.81443)  0.03
N (-3.75387, -0.55362, -2.32823)  -0.47
H (2.06516, -0.43881, 4.85967)  0.29
H (1.10910, 0.90627, 4.49034)  0.25
H (1.83219, -1.30038, 2.68531)  0.42
H (0.29630, 1.22502, 2.23162)  0.29
H (2.21739, 1.49902, -0.99036)  0.33
H (2.42166, 0.09029, -2.07191)  0.27
H (1.25964, 1.31357, -2.53125)  0.32
H (-1.09437, -1.10130, -0.52723)  0.39
H (-0.05668, -1.48765, -2.01937)  0.32
H (-4.51055, -1.00054, -1.76689)  0.25
H (-4.15982, -0.27789, -3.20504)  0.25

**Lowest unoccupied orbital energy**: 0.7 eV
**HOMO-LUMO gap**: 9.34 eV
**M**: 157.24 g mol⁻¹
**Charge**: 0
**SMILES**: C=CC=C=C(C)COSN
**E_HOMO**: -8.59 eV

How do the structures above rank in stability at the extremes? (P) comes first and (Q) comes last.